{"formula": "CH2F3N2", "method": "wB97M-V/def2-TZVPD", "molar_mass_g_mol": 99.03, "de_lowest_ev": 3.058, "charge": 1, "e_homo_ha": [-0.62907, -0.52252], "e_tot_ev": -12186.3083, "e_lumo_ev": [-6.436, -8.970], "gap_ev": [10.68, 5.25], "elements": ["F", "H", "F", "F", "C", "H", "N", "N"], "positions_angstrom": [[0.270, -2.872, 0.381], [-0.720, 2.209, -0.996], [1.752, -1.897, -0.496], [-0.792, 0.309, 1.558], [-1.184, 1.016, 0.501], [0.631, 1.611, -0.095], [0.477, -2.120, -0.645], [-0.434, 1.744, -0.208]], "forces_ev_per_angstrom": [[-1.491, -1.639, 1.769], [-1.276, 1.558, -2.430], [2.276, 1.008, -0.662], [-1.069, 1.917, -3.078], [0.910, -1.541, 2.925], [-1.691, 0.480, -0.031], [-0.804, 0.681, -1.077], [3.145, -2.464, 2.584]]}



{"formula": "C11H35O6", "method": "wB97M-V/def2-TZVPD", "molar_mass_g_mol": 263.39, "de_lowest_ev": 4.736, "charge": 1, "e_homo_ha": -0.44358, "e_tot_ev": -24248.7743, "e_lumo_ev": -4.447, "gap_ev": 7.62, "elements": ["H", "H", "O", "H", "H", "O", "H", "H", "H", "H", "H", "H", "C", "H", "H", "O", "H", "H", "H", "H", "C", "H", "H", "H", "H", "H", "O", "C", "C", "C", "H", "H", "C", "H", "C", "H", "H", "O", "H", "H", "H", "C", "C", "H", "O", "H", "C", "C", "H", "H", "H", "H"], "positions_angstrom": [[-2.741, -1.448, 6.779], [-3.943, 2.503, 1.593], [-5.851, 5.506, 2.729], [1.010, -3.174, 0.913], [-2.015, 0.697, -3.794], [-1.179, -4.177, 2.163], [-4.284, -0.419, 7.006], [-0.467, 3.640, 4.555], [1.202, 3.203, 2.380], [-0.063, 5.068, 3.559], [-2.036, 2.428, -6.621], [-2.497, 2.375, 1.091], [-5.643, 7.569, 1.569], [-0.356, -3.919, 2.584], [-2.233, 4.035, -5.770], [-3.467, 3.147, -3.597], [-8.537, 5.793, 2.158], [-0.302, -5.346, 0.743], [-2.786, -5.200, 0.548], [-2.974, -1.308, 4.705], [0.098, -3.325, 0.336], [-4.031, 2.406, -5.303], [1.169, 4.318, 4.385], [-3.684, 2.677, 0.063], [-8.118, 6.863, 0.813], [-7.511, 5.377, 0.636], [0.288, 3.303, 2.654], [-3.300, -0.540, 6.554], [-7.751, 6.059, 1.451], [-2.971, 0.876, -4.286], [-2.012, -4.533, -0.927], [-2.608, -3.435, 0.275], [-2.128, 2.954, -5.671], [-5.260, 8.319, 2.262], [-6.629, 6.658, 2.345], [-4.903, 6.924, 1.095], [-6.200, 8.151, 0.835], [-3.411, 2.203, 0.853], [0.380, -3.624, -0.673], [-7.084, 7.183, 3.185], [-1.190, 2.935, -5.117], [-3.112, 2.336, -4.721], [-2.145, -4.414, 0.148], [-3.770, 0.563, -3.615], [-3.308, -0.514, 5.130], [-0.447, -2.396, 0.168], [0.250, 4.067, 3.855], [-0.829, -4.397, 0.848], [-3.121, 0.177, -5.109], [-2.696, 0.321, 6.842], [-4.120, 3.776, -3.911], [-5.503, 5.623, 3.616]], "forces_ev_per_angstrom": [[-0.466, 0.043, 1.051], [-0.921, 0.158, 0.902], [-0.053, -0.314, 0.888], [-0.117, -0.019, 0.150], [0.096, -0.151, -0.082], [0.315, 0.395, 1.975], [-0.041, -0.511, -0.210], [0.098, -0.067, -0.089], [0.015, -0.071, -0.070], [-0.559, 0.140, 0.189], [-0.087, 0.130, 0.143], [1.353, 0.113, -0.035], [-1.473, 0.265, 0.574], [-0.086, -0.032, 0.631], [-0.767, -0.112, -0.419], [0.814, 0.271, 0.907], [-0.170, -0.707, -0.641], [-0.063, -0.393, -0.022], [-0.014, 0.114, -0.093], [-0.093, -0.147, 0.566], [-0.210, 0.101, -1.277], [-0.416, -0.756, -0.284], [0.463, -0.962, -0.238], [-0.103, 0.469, -1.115], [-0.480, 0.484, 0.404], [0.536, -0.782, 0.854], [0.384, -0.444, 0.209], [1.372, -0.136, -0.835], [-0.075, 2.019, 0.283], [0.194, 0.214, -0.056], [-0.100, -0.298, -0.072], [-0.200, -0.034, 0.215], [1.880, 0.136, 1.571], [0.684, -0.241, -0.106], [0.772, -1.084, -2.341], [0.109, 0.396, 0.069], [0.134, -0.072, -0.254], [-0.231, -0.611, 0.289], [0.379, -0.042, -0.071], [0.087, -0.187, 0.108], [0.719, -0.336, -0.423], [-3.072, -0.239, -1.223], [-0.178, 0.040, -1.135], [-0.035, 0.507, 0.277], [-0.791, 0.815, -1.030], [0.057, 0.274, 0.467], [-0.595, 1.357, -0.094], [0.219, -0.078, -0.757], [0.538, 0.218, -0.317], [0.024, -0.037, 0.377], [0.116, 0.104, 0.079], [0.035, 0.102, 0.110]]}



{"formula": "C16H24ClN2O2", "method": "wB97M-V/def2-TZVPD", "molar_mass_g_mol": 311.83, "de_lowest_ev": 0.234, "charge": -1, "e_homo_ha": -0.09456, "e_tot_ev": -36579.0555, "e_lumo_ev": 2.210, "gap_ev": 4.78, "elements": ["H", "H", "H", "H", "C", "C", "H", "H", "H", "H", "H", "H", "H", "N", "C", "H", "H", "C", "C", "C", "H", "H", "C", "C", "C", "C", "C", "C", "C", "N", "H", "O", "H", "Cl", "C", "H", "C", "H", "C", "H", "H", "H", "O", "H", "H"], "positions_angstrom": [[2.503, -1.035, 0.248], [4.607, -4.477, -1.896], [-3.168, 3.869, -0.120], [5.058, -2.776, -3.737], [1.500, -0.661, 0.089], [5.559, -2.146, -2.998], [-5.525, 1.100, 3.117], [0.816, -1.499, 0.210], [-6.247, -1.254, -0.168], [-1.524, 2.303, -1.867], [4.705, -3.985, -0.196], [5.545, -1.739, -0.899], [6.632, -2.405, -2.998], [-6.013, -0.119, 1.535], [-3.556, 0.700, 0.399], [-1.471, 1.348, 1.836], [0.716, 2.550, 0.821], [-5.602, -0.553, 0.343], [-3.986, 1.179, 1.640], [4.908, -2.338, -1.608], [-4.165, -0.582, -1.236], [1.280, -0.719, 2.883], [1.138, 0.461, 1.078], [5.118, -3.814, -1.193], [-4.408, -0.181, -0.269], [0.290, 1.610, 0.478], [-2.354, 2.312, -1.167], [-5.206, 0.735, 2.151], [-1.580, 3.146, 0.863], [-2.238, 3.526, -0.325], [5.467, -1.104, -3.314], [-1.374, 3.907, 1.760], [1.436, -0.348, -0.946], [-1.526, -0.281, -1.085], [-2.238, 1.148, -0.210], [0.253, 0.683, 3.040], [-1.207, 1.651, 0.832], [-3.384, 1.875, 2.199], [0.548, -0.116, 2.354], [-0.330, -0.733, 2.164], [2.089, 0.911, 1.363], [-3.256, 2.368, -1.769], [3.596, -2.020, -1.634], [6.184, -4.095, -1.169], [0.408, 1.603, -0.602]], "forces_ev_per_angstrom": [[0.180, -0.124, -0.172], [-0.099, 0.059, -0.037], [0.193, 0.642, 0.107], [-0.116, -0.007, 0.034], [-0.435, 0.105, 0.382], [0.503, 0.032, 0.048], [-0.115, 0.002, 0.112], [-0.070, -0.144, -0.059], [-0.155, -0.064, -0.005], [0.171, -0.145, -0.015], [-0.087, 0.041, -0.020], [-0.105, 0.102, 0.070], [-0.066, 0.019, -0.008], [0.148, 0.002, -0.119], [-0.197, 0.205, 0.122], [0.454, -0.604, 0.114], [-0.004, 0.129, 0.144], [0.325, 0.097, -0.182], [-0.200, -0.383, -0.493], [-0.632, -0.406, -0.550], [0.145, -0.082, -0.108], [0.115, -0.206, -0.060], [0.182, -0.382, -0.284], [0.475, -0.068, 0.155], [-0.377, 0.237, 0.531], [0.051, -0.500, 0.307], [0.183, 1.106, -0.335], [0.346, 0.238, -0.045], [-0.291, -0.153, -0.534], [-0.525, -1.141, -0.228], [-0.096, 0.006, 0.019], [0.095, 0.414, 0.792], [0.235, 0.057, -0.150], [-0.301, 0.191, -0.070], [0.894, -1.512, 0.284], [-0.039, 0.009, 0.117], [-0.679, 1.601, -0.528], [-0.038, 0.088, 0.220], [-0.047, 0.411, 0.301], [-0.086, -0.089, -0.101], [0.061, 0.254, 0.002], [-0.228, -0.289, 0.113], [0.330, 0.222, 0.309], [-0.067, 0.010, 0.002], [-0.029, 0.019, -0.182]]}



{"formula": "C15H14N4O2S", "method": "wB97M-V/def2-TZVPD", "molar_mass_g_mol": 314.37, "de_lowest_ev": 0.684, "e_homo_ha": -0.30400, "smiles": "Cc1cc(C)n2cc(CSc3ncccc3C(=O)O)nc2n1", "e_tot_ev": -36673.6836, "e_lumo_ev": 0.105, "gap_ev": 8.38, "elements": ["C", "C", "O", "S", "H", "H", "H", "C", "H", "H", "H", "H", "C", "N", "N", "C", "H", "C", "H", "C", "N", "H", "C", "C", "O", "C", "C", "H", "H", "C", "N", "C", "C", "C", "H", "H"], "positions_angstrom": [[-4.776, -0.209, 1.333], [-2.742, 0.638, -2.275], [-4.820, -1.454, 1.815], [-2.234, -2.071, 0.438], [-4.092, 2.300, -2.466], [2.269, 3.071, 1.423], [0.974, 2.590, 0.314], [-0.800, -2.473, -0.601], [-1.115, -2.322, -1.634], [4.357, 1.869, 1.012], [6.335, 0.541, -0.385], [0.972, 1.998, 1.974], [0.388, -1.645, -0.275], [-2.325, -0.392, -1.566], [3.786, -1.235, -0.100], [0.435, -0.348, 0.184], [-2.201, 0.810, -3.196], [1.613, 2.256, 1.131], [-0.351, 0.338, 0.424], [2.413, 1.069, 0.710], [1.754, -0.042, 0.306], [6.325, -0.064, 1.270], [5.931, -0.231, 0.269], [3.780, 1.014, 0.701], [-5.356, 0.685, 1.888], [-4.021, 0.036, 0.064], [-3.788, 1.454, -1.873], [-0.577, -3.525, -0.425], [-5.245, 1.732, -0.309], [4.440, -0.168, 0.283], [1.630, -2.154, -0.437], [-2.928, -0.699, -0.429], [2.465, -1.201, -0.097], [-4.425, 1.139, -0.685], [6.247, -1.207, -0.086], [-4.318, -2.101, 1.300]], "forces_ev_per_angstrom": [[0.005, 0.278, -0.053], [-0.217, 0.324, -0.066], [-0.176, -0.157, 0.361], [0.098, -0.199, 0.212], [-0.033, 0.076, -0.065], [0.020, 0.013, 0.003], [-0.062, 0.036, -0.027], [-0.423, 0.022, 0.053], [0.098, -0.139, 0.069], [-0.004, 0.118, 0.042], [0.093, 0.059, -0.026], [-0.064, 0.010, 0.041], [0.155, 0.560, 0.219], [0.172, -0.171, -0.034], [0.934, -0.094, -0.016], [-0.805, -0.285, -0.102], [-0.029, 0.118, -0.101], [0.022, -0.158, -0.054], [-0.098, 0.151, 0.063], [0.508, 0.401, 0.147], [0.705, -0.656, -0.232], [0.092, 0.028, 0.061], [0.024, 0.009, 0.003], [-0.412, 0.005, 0.000], [0.024, -0.248, -0.004], [0.193, 0.120, -0.320], [0.004, -0.091, 0.068], [-0.030, 0.030, -0.004], [-0.038, 0.038, 0.031], [-0.134, -0.202, -0.073], [0.151, -0.407, -0.176], [-0.078, 0.036, -0.014], [-0.845, 0.497, 0.149], [0.106, -0.156, 0.008], [0.040, -0.023, -0.008], [0.003, 0.054, -0.155]]}



Number 3 is which compound?
C16H24ClN2O2